(1)
Here is C2H5N3S in the gas phase at a distorted geometry from the OMol25 dataset. Energies are from wB97M-V/def2-TZVPD.

Geometry as ORCA input:
```
! wB97M-V def2-TZVPD RIJCOSX def2/J DEFGRID3
* xyz 0 1
C 0.6890 0.2249 -0.4095
H -1.6160 -1.4379 -1.2826
H 2.6152 0.9037 -0.6339
N 1.9863 0.4577 0.0493
N -2.2035 -1.0741 -0.4845
H -2.2176 -0.0617 1.2906
S 0.4725 0.0113 -2.0037
H 2.1557 0.9063 0.9429
H -0.0799 0.4289 1.5291
N -0.1997 0.0621 0.5508
C -1.6020 -0.4211 0.4515
*
```

Computed properties:
Maximum force, eV/Å: 5.02
SMILES string: [H]/N=C\NC(N)=S
Highest occupied orbital energy, eV: -8.558
Relative energy (zero: lowest compared OMol25 entry of this formula, charge and spin), eV: 0.956

=====

(2)
Here is a molecular structure, C2H5N3S2 at a distorted geometry from the OMol25 dataset. Energies are from wB97M-V/def2-TZVPD.

Geometry as ORCA input:
```
! wB97M-V def2-TZVPD RIJCOSX def2/J DEFGRID3
* xyz 0 1
N -0.7161 0.6320 -1.0423
H -0.9587 0.2261 1.2445
C -0.9128 1.7667 -1.6023
S 0.9786 0.7496 -0.3438
H -1.3734 -1.5343 0.1502
N -0.9189 -1.0978 1.2130
N 0.5715 -1.4040 1.1523
H -0.2755 2.6710 -1.6146
H 0.8592 -2.1640 1.8328
S 3.0072 -1.0983 0.7852
H -1.7355 1.9142 -2.3599
C 1.4745 -0.6609 0.5850
*
```

Computed properties:
Maximum force, eV/Å: 5.50
Highest occupied orbital energy, eV: -8.590
Relative energy (zero: lowest compared OMol25 entry of this formula, charge and spin), eV: 5.535

=====

(3)
Here is a molecular structure, C2H5N3S2 at a distorted geometry from the OMol25 dataset. Energies are from wB97M-V/def2-TZVPD.

Geometry as ORCA input:
```
! wB97M-V def2-TZVPD RIJCOSX def2/J DEFGRID3
* xyz 0 1
C 1.1315 -0.4548 -1.9823
H 0.4923 1.7433 0.8598
N 0.4894 -1.0715 0.7627
N -0.8027 1.7956 0.7780
H -0.3061 -0.1873 -2.0243
C -0.8598 -0.5492 0.8874
S 1.7862 -0.5902 -0.2484
N -1.4722 0.5958 1.0265
S 2.1144 -0.4425 -3.2372
H -1.5913 -1.2491 1.2439
H -1.1990 2.5117 1.5988
H 0.2173 -2.1018 0.3349
*
```

Computed properties:
Maximum force, eV/Å: 5.06
Highest occupied orbital energy, eV: -8.627
Relative energy (zero: lowest compared OMol25 entry of this formula, charge and spin), eV: 6.569

=====

(4)
Here is a gas-phase ion, C2H5N4O (charge +1) at a distorted geometry from the OMol25 dataset. Energies are from wB97M-V/def2-TZVPD.

Geometry as ORCA input:
```
! wB97M-V def2-TZVPD RIJCOSX def2/J DEFGRID3
* xyz 1 1
C 0.2652 -0.6537 0.3348
H 0.7855 1.4756 2.0531
H -0.9075 -2.2810 -0.4048
N 0.6466 1.7149 1.0646
N -0.1067 0.6851 0.5071
H 2.2489 -0.7852 0.5635
N -0.8909 -1.3671 0.0463
N -1.4796 0.8107 0.1395
O 1.4197 -1.2623 0.3877
H -2.9092 -0.6864 -0.6158
H 0.2935 2.6829 0.7194
C -1.8444 -0.4448 -0.1457
*
```

Computed properties:
Maximum force, eV/Å: 4.40
SMILES string: Nn1nc[nH+]c1O
Highest occupied orbital energy, eV: -14.506
Relative energy (zero: lowest compared OMol25 entry of this formula, charge and spin), eV: 2.056

=====

(5)
Here is 2 unconnected molecules or ions with the total composition C2H5N5 at a distorted geometry from the OMol25 dataset. Energies are from wB97M-V/def2-TZVPD.

Geometry as ORCA input:
```
! wB97M-V def2-TZVPD RIJCOSX def2/J DEFGRID3
* xyz 0 1
C 1.3133 0.8050 0.4491
N 1.0418 -0.4925 0.8717
N -0.4885 -0.7467 -1.2266
H -1.6669 -1.2530 0.3717
H -1.2645 1.7265 -0.2221
C -1.2022 -0.4773 -0.2229
N 1.2410 -1.5623 0.2991
H -0.0403 0.0319 -1.7007
N -1.2517 0.9262 0.3954
H -1.9443 1.0262 1.1251
N 2.2127 1.5315 0.2213
H 2.0495 -1.5156 -0.3610
*
```

Computed properties:
Maximum force, eV/Å: 5.02
SMILES string: [H]/N=N\C#N.[H]/N=C\N
Highest occupied orbital energy, eV: -9.471
Relative energy (zero: lowest compared OMol25 entry of this formula, charge and spin), eV: 5.379

=====

(6)
Here is a molecular structure, C2H5N5O at a distorted geometry from the OMol25 dataset. Energies are from wB97M-V/def2-TZVPD.

Geometry as ORCA input:
```
! wB97M-V def2-TZVPD RIJCOSX def2/J DEFGRID3
* xyz 0 1
N -0.7797 1.5658 -0.1954
H 1.9929 1.1180 0.2444
H -1.1615 1.7365 -1.2783
H 2.5467 -0.5149 -0.2138
C -1.4241 -0.7092 -0.0456
H -1.9212 1.7508 0.5581
O -2.6906 -0.6567 0.1012
N 0.7504 -0.3091 -0.8002
N 0.4340 -1.7106 -0.3417
N -0.4995 0.2000 -0.0915
C 1.7940 -0.0406 0.4161
H 1.6449 -0.4840 1.7106
N -0.6863 -1.9459 -0.0638
*
```

Computed properties:
Maximum force, eV/Å: 7.86
Highest occupied orbital energy, eV: -9.746
Relative energy (zero: lowest compared OMol25 entry of this formula, charge and spin), eV: 7.354

=====

(7)
Here is 3 unconnected molecules or ions with the total composition C2H5N5O6S at a distorted geometry from the OMol25 dataset. Energies are from wB97M-V/def2-TZVPD.

Geometry as ORCA input:
```
! wB97M-V def2-TZVPD RIJCOSX def2/J DEFGRID3
* xyz 0 1
N -3.5768 -0.6956 1.1482
S 0.0930 -0.0270 0.9971
C 2.4644 0.9530 0.3968
O -2.5839 1.7152 -0.4905
N -3.1635 -1.5337 0.5816
C -3.2732 0.8507 -0.8464
O -0.9286 -0.4341 0.0411
N 0.7331 -1.5168 1.6154
O 2.8059 0.7311 1.4965
N 1.1445 0.7799 -1.5942
H 1.8301 0.3264 -2.2150
H 1.4959 -1.4738 2.1660
H 0.8646 -2.0292 0.8060
O -2.7358 -2.4450 0.0215
H 4.0433 1.9082 -0.1444
H 0.2312 0.6161 -1.9541
N 1.3396 0.4689 -0.1883
O -3.9378 0.0809 -1.3385
O 3.1540 1.7250 -0.4989
*
```

Computed properties:
Maximum force, eV/Å: 5.30
Highest occupied orbital energy, eV: -9.189
Relative energy (zero: lowest compared OMol25 entry of this formula, charge and spin), eV: 0.268

=====

(8)
Here is C2H5N5S in the gas phase at a distorted geometry from the OMol25 dataset. Energies are from wB97M-V/def2-TZVPD.

Geometry as ORCA input:
```
! wB97M-V def2-TZVPD RIJCOSX def2/J DEFGRID3
* xyz 0 1
H -2.1817 0.5180 0.3803
N 1.6292 -1.0470 -0.7115
N 1.3771 2.2256 -1.1163
N -0.6051 1.6910 0.0278
S -0.9292 -1.9229 0.8409
C 0.7117 -0.2271 -0.3694
H 2.5539 -0.5158 -0.8474
C 0.5754 1.3358 -0.4380
H 1.7050 1.9821 -2.1015
N -0.6169 -0.4995 0.0892
H 1.0408 3.1790 -0.9110
N -1.1832 0.6272 0.7008
H -0.1813 -2.0300 1.9387
*
```

Computed properties:
Maximum force, eV/Å: 3.51
SMILES string: [H]/N=c1\c(N)n[nH]n1S
Highest occupied orbital energy, eV: -8.555
Relative energy (zero: lowest compared OMol25 entry of this formula, charge and spin), eV: 1.702

=====

(9)
Here is a gas-phase ion, C2H5N6O (charge +1) at a distorted geometry from the OMol25 dataset. Energies are from wB97M-V/def2-TZVPD.

Geometry as ORCA input:
```
! wB97M-V def2-TZVPD RIJCOSX def2/J DEFGRID3
* xyz 1 1
H -1.2368 1.3289 0.3973
O -1.8221 0.5195 0.1608
H -1.2260 -2.4573 -0.1638
N 1.0744 0.6895 -0.0385
N -1.8384 -1.6747 -0.2551
C -1.1896 -0.5196 0.0178
H -2.7664 -1.9313 -0.0675
H 1.5081 2.5454 0.5340
N 2.3284 0.1412 0.0433
C 0.2214 -0.5315 0.1522
N 2.2956 -1.0843 0.2694
H 0.8302 2.3552 -1.1435
N 0.7874 2.1331 -0.1591
N 1.0337 -1.5139 0.2528
*
```

Computed properties:
Maximum force, eV/Å: 5.16
SMILES string: Nn1nnnc1C(=[NH2+])O
Highest occupied orbital energy, eV: -15.342
Relative energy (zero: lowest compared OMol25 entry of this formula, charge and spin), eV: 1.209

=====

(10)
Here is 2 unconnected molecules or ions with the total composition C2H5NO at a distorted geometry from the OMol25 dataset. Energies are from wB97M-V/def2-TZVPD.

Geometry as ORCA input:
```
! wB97M-V def2-TZVPD RIJCOSX def2/J DEFGRID3
* xyz 0 1
H 0.4318 -1.6426 -0.8160
O 1.5893 1.1730 -1.5102
C 1.0606 0.2800 -0.9429
N 1.0896 -1.0312 -1.1810
H -0.3033 -0.2996 1.0340
H 1.6587 -1.4042 -1.8599
C -0.2094 0.8100 1.0145
H -1.1722 1.4513 0.7803
H 0.4652 1.1944 1.6689
*
```

Computed properties:
Maximum force, eV/Å: 5.83
Highest occupied orbital energy, eV: -8.166
Relative energy (zero: lowest compared OMol25 entry of this formula, charge and spin), eV: 3.505

=====

(11)
Here is C2H5NO in the gas phase at a distorted geometry from the OMol25 dataset. Energies are from wB97M-V/def2-TZVPD.

Geometry as ORCA input:
```
! wB97M-V def2-TZVPD RIJCOSX def2/J DEFGRID3
* xyz 0 1
C 1.4478 0.1073 0.5021
O -1.7143 -0.2595 0.2635
H 1.2386 1.1362 0.8914
N 0.6038 -0.5790 -0.1440
H 2.3743 -0.3402 0.9423
H -1.0282 -0.2600 -1.7119
C -0.6608 0.1108 -0.6071
H -0.7709 1.2765 -0.5632
H -1.4903 -1.1923 0.4269
*
```

Computed properties:
Maximum force, eV/Å: 3.08
SMILES string: C=NCO
Highest occupied orbital energy, eV: -10.189
Relative energy (zero: lowest compared OMol25 entry of this formula, charge and spin), eV: 2.370

=====

(12)
Here is 2 unconnected molecules or ions with the total composition C2H5NO from the OMol25 dataset. Energies are from wB97M-V/def2-TZVPD.

Geometry as ORCA input:
```
! wB97M-V def2-TZVPD RIJCOSX def2/J DEFGRID3
* xyz 0 1
H -0.3585 -1.3450 0.1078
C -0.8343 -1.9336 0.9144
H 0.8817 0.0918 -0.4570
H -0.5035 1.8148 -0.6676
C 0.5767 1.9124 -0.8123
N 1.3852 0.9573 -0.6464
O -0.6898 -1.5832 2.0503
H 0.9482 2.9014 -1.0725
H -1.4057 -2.8159 0.5834
*
```

Computed properties:
Maximum force, eV/Å: 0.65
SMILES string: C=N.C=O
Highest occupied orbital energy, eV: -10.235
Relative energy (zero: lowest compared OMol25 entry of this formula, charge and spin), eV: 2.513

=====

Question: Number 4 is which compound?
Answer: C2H5N4O

=====

Question: Which of these has the lowest maximum force?
Answer: number 12

=====

Question: relative energy (zero: lowest compared OMol25 entry of this formula, charge and spin) of number 10 (C2H5NO)?
Answer: 3.505 eV

=====

Question: The highest highest occupied orbital energy belongs to which entry?
Answer: number 10